{"formula": "C45H76B2F15Hg2N4O23P2S", "method": "ωB97M-V/def2-TZVPD", "gap_ev": 0.93, "spin_multiplicity": 1, "de_lowest_kj_mol": 1481.53, "e_tot_ev": -180824.5467, "mol_weight_da": 1842.90, "charge": -1, "symbols": ["Hg", "Hg", "S", "P", "P", "F", "F", "F", "F", "F", "F", "F", "F", "F", "F", "F", "F", "F", "F", "F", "O", "O", "O", "O", "O", "O", "O", "O", "O", "O", "O", "O", "O", "O", "O", "O", "O", "O", "O", "O", "O", "O", "O", "N", "N", "N", "N", "C", "C", "C", "C", "C", "C", "C", "C", "C", "C", "C", "C", "C", "C", "C", "C", "C", "C", "C", "C", "C", "C", "C", "C", "C", "C", "C", "C", "C", "C", "C", "C", "C", "C", "C", "C", "C", "C", "C", "C", "C", "C", "C", "C", "C", "B", "B", "H", "H", "H", "H", "H", "H", "H", "H", "H", "H", "H", "H", "H", "H", "H", "H", "H", "H", "H", "H", "H", "H", "H", "H", "H", "H", "H", "H", "H", "H", "H", "H", "H", "H", "H", "H", "H", "H", "H", "H", "H", "H", "H", "H", "H", "H", "H", "H", "H", "H", "H", "H", "H", "H", "H", "H", "H", "H", "H", "H", "H", "H", "H", "H", "H", "H", "H", "H", "H", "H", "H", "H", "H", "H", "H", "H"], "xyz": [[-9.482, -15.254, 3.709], [-6.390, -16.737, -5.515], [-4.809, -13.430, -0.110], [-6.082, -18.321, 6.789], [-11.125, -14.748, -4.711], [-6.049, -16.654, 6.524], [-12.090, -14.167, -5.924], [-3.145, -12.042, 1.488], [-6.533, -18.062, 8.313], [-2.380, -13.969, 1.194], [-2.377, -12.618, -0.589], [-10.744, -16.102, -5.437], [-7.616, -18.300, 6.245], [-6.006, -20.015, 6.926], [-12.332, -15.486, -3.813], [-5.520, -18.391, 5.196], [-4.540, -18.271, 7.371], [-10.152, -15.278, -3.608], [-9.737, -14.198, -5.402], [-11.281, -13.405, -3.854], [0.128, -21.663, -2.672], [-5.502, -14.198, 0.990], [-9.774, -20.353, 1.314], [-8.750, -23.406, 0.143], [-8.222, -21.484, -0.971], [-11.409, -11.166, 2.350], [-5.413, -12.143, -0.433], [-10.695, -26.551, 3.296], [-10.356, -24.913, 1.570], [-8.003, -25.411, 4.148], [-4.641, -14.144, -1.409], [-10.030, -22.518, 1.849], [-1.739, -20.331, -0.048], [-4.168, -15.193, -9.187], [-0.002, -20.525, 1.706], [-1.774, -22.923, 3.596], [-1.698, -22.228, 1.405], [-2.032, -19.674, -2.219], [0.496, -20.963, 3.937], [-0.086, -21.879, -0.447], [7.212, -12.971, 2.748], [-8.375, -24.128, 2.398], [-6.616, -6.021, -2.743], [-7.077, -4.878, -2.067], [6.490, -12.754, 3.881], [-4.855, -13.991, -9.605], [-12.197, -10.639, 3.306], [-3.488, -12.582, -7.986], [-13.970, -9.557, 1.841], [-8.188, -4.194, -2.758], [-12.377, -9.239, 5.301], [-14.363, -10.147, 4.290], [-13.800, -8.920, 4.904], [5.833, -10.431, 3.167], [-7.521, -1.945, -1.712], [-1.436, -20.296, -1.332], [-1.315, -22.214, 2.658], [5.651, -13.718, 6.072], [-10.084, -25.626, 2.689], [4.574, -11.694, 5.037], [-10.168, -10.156, 4.776], [-0.196, -21.138, 2.873], [-9.358, -5.234, -2.784], [-11.477, -9.604, 4.128], [4.441, -12.486, 2.611], [-9.590, -21.545, 1.087], [-8.004, -3.941, -4.341], [-4.861, -14.413, -12.109], [-6.447, -2.745, -0.896], [4.278, -13.004, 5.716], [-5.153, -3.538, -2.885], [-3.041, -12.970, 0.528], [-8.822, -22.129, -0.066], [-6.618, -15.361, -10.625], [-4.040, -12.690, -9.437], [-14.146, -11.941, 2.498], [-6.000, -11.591, -10.793], [-6.623, -12.961, -10.935], [5.353, -11.867, 3.680], [-5.672, -14.157, -10.798], [7.932, -14.184, 5.333], [-2.859, -12.557, -10.441], [-5.023, -11.527, -9.553], [-5.956, -4.014, -1.684], [-8.680, -2.946, -2.019], [6.034, -15.381, 4.198], [-8.685, -25.062, 3.153], [-0.294, -21.273, -1.593], [-11.049, -8.359, 3.354], [6.496, -13.990, 4.784], [-5.060, -4.829, -0.765], [-13.629, -10.541, 2.959], [-9.385, -23.794, 1.465], [-0.855, -21.260, 0.678], [-12.332, -9.885, 6.178], [-9.074, -3.404, -1.112], [-5.603, -2.055, -0.901], [-6.074, -16.297, -10.746], [5.012, -9.793, 2.839], [-15.001, -9.636, 1.498], [-11.988, -8.308, 5.714], [-7.332, -3.103, -4.530], [3.464, -12.013, 2.507], [-10.196, -4.804, -3.334], [-14.313, -10.880, 5.095], [-7.107, -1.485, -2.609], [-9.425, -2.379, -2.578], [5.434, -14.555, 6.736], [-2.817, -13.372, -7.648], [-7.022, -13.044, -11.946], [6.331, -9.901, 3.979], [-6.824, -10.890, -10.658], [-11.853, -7.807, 2.868], [-7.118, -15.423, -9.658], [-14.043, -12.655, 3.315], [-5.439, -11.319, -11.687], [-13.485, -9.722, 0.879], [-7.370, -4.732, -4.744], [3.801, -12.774, 6.668], [-4.010, -15.075, -11.945], [-7.525, -15.202, -11.208], [-5.662, -5.429, -0.082], [-11.458, -10.528, 1.635], [8.635, -14.190, 4.499], [-9.370, -10.444, 4.093], [6.578, -10.396, 2.372], [-8.922, -3.796, -4.910], [5.193, -11.102, 5.712], [3.624, -11.209, 4.814], [-4.509, -4.156, -0.109], [-5.663, -2.868, -3.577], [8.056, -12.531, 2.876], [-5.531, -11.240, -8.632], [6.683, -16.155, 4.606], [8.100, -14.983, 6.055], [-15.378, -9.878, 3.998], [-4.345, -10.708, -9.794], [-5.395, -14.925, -12.910], [-7.924, -1.166, -1.064], [-7.484, -12.975, -10.267], [-2.903, -11.682, -7.795], [-4.303, -5.411, -1.291], [3.517, -13.660, 5.292], [8.162, -13.293, 5.917], [-13.832, -8.140, 4.144], [-4.386, -13.499, -12.466], [-10.282, -8.663, 2.642], [-2.075, -11.908, -10.050], [-13.684, -12.191, 1.543], [-6.851, -2.946, 0.096], [6.207, -13.218, 6.865], [-15.163, -12.066, 2.126], [-3.166, -12.210, -11.427], [4.346, -13.568, 2.697], [-4.810, -4.421, -3.423], [-10.725, -7.602, 4.068], [-9.598, -5.443, -1.742], [-10.392, -11.086, 5.298], [-2.306, -13.485, -10.589], [-9.004, -6.128, -3.299], [-13.759, -8.518, 2.095], [5.003, -15.641, 4.440], [6.275, -15.521, 3.144], [-6.693, -6.746, -2.118], [4.920, -12.586, 1.638], [-9.812, -9.443, 5.520], [-3.425, -15.246, -9.794], [-4.226, -3.060, -2.570], [-14.375, -8.720, 5.808], [-4.261, -12.655, -7.222]], "forces_ev_per_angstrom": [[0.2497, -0.1445, 0.0072], [-0.2174, 0.1584, 0.1352], [-0.9280, -1.5885, 0.2612], [2.2571, 0.5287, -1.3283], [0.6021, -0.1660, 0.7802], [-0.0952, -0.7726, 0.6631], [0.8774, -0.9789, 1.4283], [-0.0733, 0.5811, -1.4191], [-0.8256, -0.5978, -0.3915], [-0.8103, 0.5206, -1.7314], [-0.1681, 0.2345, 1.4956], [-1.7455, -1.5873, -2.0452], [0.4595, -0.7059, 0.4738], [-0.8304, 2.4987, -0.1990], [-0.0714, 0.9656, -1.7985], [-0.5559, -0.7370, 1.6175], [-0.5934, 0.0002, -0.9236], [1.6927, -0.6542, 3.2549], [-0.3935, 1.7068, -1.1617], [-0.7204, 0.6761, -0.5229], [-0.5522, 1.4333, 1.9958], [1.6969, 1.6590, -2.5129], [0.4693, -2.4474, -0.8464], [-0.4259, -1.4769, 0.1586], [-2.5967, -2.3875, 3.2744], [0.5282, -0.3221, -0.5630], [0.2293, -0.2240, 0.6916], [2.2228, 4.2873, -3.3138], [-0.1348, -0.7889, 0.8260], [-2.5418, 0.4608, -3.1272], [0.0865, 0.4127, 2.2216], [0.0788, -0.1724, -0.1836], [0.1923, 0.4306, -0.5071], [-0.8368, 1.5974, -0.6096], [-1.0174, -1.6100, 0.2222], [1.8562, 2.7402, -3.8140], [1.1915, 0.3929, 0.5152], [1.5767, -1.4353, 2.3798], [-3.5824, -0.8084, -5.0156], [0.6972, 0.0368, 1.3728], [0.2437, -0.4533, -1.2052], [2.0297, 2.4016, -1.6337], [0.1433, 0.3021, -0.7584], [-0.8735, 1.5546, 1.0676], [0.0681, -0.7654, 2.7515], [1.0682, 0.7382, 1.0065], [-0.1663, 0.8360, 1.3610], [0.1794, -1.0044, 0.4956], [0.1635, 0.7980, -0.7296], [-1.6114, -1.3927, -3.1741], [0.0352, 1.8113, 0.4838], [-0.4242, 0.1800, -1.2094], [0.5975, -0.3495, 0.0644], [0.2599, -0.5440, 0.8783], [-0.6121, -1.8454, 1.1808], [-2.3643, 2.3323, -1.9332], [-2.3333, -2.9881, 4.1565], [-1.6847, 0.5569, -0.5096], [-1.6697, -3.1425, 1.7945], [0.3390, -0.5027, -1.4349], [-0.5625, -1.0144, -0.2783], [3.9762, 1.2315, 3.7090], [0.8745, 0.7132, 0.3640], [0.0624, -0.8875, 1.0922], [0.1544, -0.9640, -0.8081], [-1.7430, 3.7432, 2.1396], [1.8562, 0.3967, 1.2485], [0.7796, 0.2670, 0.3701], [-0.5717, 0.5439, -2.0601], [1.2786, -0.5663, 1.8496], [0.8247, -0.3456, -0.3442], [-0.1541, -1.6170, 0.9898], [3.5603, 1.8512, -3.9011], [-0.1526, -0.1248, 0.8364], [-0.3115, -1.1563, 1.0842], [0.3807, 0.0670, -0.3629], [0.8937, -0.2493, 1.1019], [0.2265, 0.5257, -0.6114], [-0.6218, 0.7427, -0.5864], [-1.0557, -0.8589, -0.1118], [0.2281, 1.5278, -0.4847], [-0.0001, -0.3293, 0.0933], [-0.1694, 0.8387, -1.9842], [0.0544, 0.6226, 0.3957], [1.7464, 0.2016, -0.0815], [0.7086, 0.4388, -0.4071], [1.7223, -3.1506, 5.7846], [0.4565, -2.4880, -1.9935], [-0.6088, 0.3309, -0.3764], [-0.3091, -0.7440, 1.5540], [0.4297, 0.4094, 0.5901], [-1.2715, -0.9856, 0.9643], [-0.9500, 0.8594, -0.9730], [-0.1144, 0.7507, -1.1330], [-0.0607, -0.7027, -0.4316], [-0.2902, 0.7608, 0.4196], [0.3480, -0.3164, 0.7755], [-0.4181, -0.0780, -0.4500], [-0.2737, -0.3273, 0.0836], [-0.2771, -0.0511, 0.6890], [0.4108, 0.1367, 0.0148], [-0.4180, 0.5451, 0.0399], [0.0996, 0.0139, 0.0684], [-0.1340, -0.1361, 0.2262], [-0.2810, -0.7091, -0.5979], [-0.0664, -0.1265, -0.0162], [-0.3611, -0.6173, -0.0843], [-0.1188, -1.1177, -1.0438], [0.1961, -0.3803, -0.6826], [-0.2352, -0.0294, -0.0714], [-0.1174, -0.0242, 0.3248], [0.2680, 0.2854, -0.0724], [-0.1941, -0.4578, -0.4078], [0.6449, 0.3275, 0.5860], [0.4696, -0.2332, -0.3693], [-0.0231, 0.0748, -0.0758], [0.7051, -0.3773, 0.1426], [-0.5828, -0.5325, -0.1125], [0.0496, 0.1852, 0.2587], [0.0478, -0.2176, 0.4276], [0.4853, -0.4634, -0.9630], [-0.0031, -0.2848, -0.2100], [0.2675, 0.0784, -0.9941], [0.2233, -0.5096, 0.1379], [-0.0848, 0.4912, -0.2753], [-0.1962, -0.6930, -0.2412], [0.0046, -0.2107, 0.3051], [-0.1407, 0.2240, -0.0274], [0.1925, 0.4340, -0.0212], [0.1610, 0.1827, -0.0490], [-0.0202, -0.1167, 0.2438], [0.2173, 0.1457, 0.0466], [-0.0396, -0.5777, 0.0220], [-0.1639, 0.0654, 0.5973], [-0.4122, -0.4366, -0.5422], [-0.3276, -0.7141, 0.1051], [-0.0898, 0.4678, 0.3004], [-0.5000, 0.3907, 0.1539], [0.0963, 0.2330, -0.1131], [0.1855, -0.6430, 0.2855], [-0.3299, 0.3173, -0.4404], [-0.2977, -0.2729, -0.0455], [0.4532, -0.0635, -0.8000], [0.1524, 0.2832, -0.1235], [-0.0716, 0.5412, 0.5254], [-0.3769, 0.0675, -0.2684], [0.0852, 0.4955, -0.0195], [-0.3207, 0.3914, 0.0886], [0.9563, -0.5269, 0.4496], [0.2733, -0.1881, 0.0179], [0.2119, 1.3131, -0.6162], [-0.5768, 1.0847, 0.7394], [-0.0251, 0.1025, 0.1362], [-0.6221, -0.1203, 1.1094], [-0.1991, -0.0266, -0.2922], [0.7241, -0.3375, 0.0427], [-0.3602, -0.2984, -0.0707], [-0.2031, 0.0123, 0.2047], [-0.2647, -0.3655, 0.0151], [-0.2078, -0.0314, 0.1176], [-0.1471, -0.0238, 0.0859], [0.0021, 0.2094, -0.2870], [-0.5013, 0.5172, -0.2884], [-0.1706, 0.0253, 0.2137], [0.2543, 1.1542, -0.2367], [0.0319, 0.0759, -0.2058], [0.5458, -0.2971, -0.2354], [-0.0320, 0.2421, 0.2073], [-0.0656, 0.6234, -0.1972], [-0.4152, 0.3184, -0.3110]]}